# 1
# C15H28BF4HfOSSb

C15H28BF4HfOSSb as an isolated structure in a non-equilibrium geometry (ωB97M-V/def2-TZVPD, the Open Molecules 2025 dataset).

```
! wB97M-V def2-TZVPD RIJCOSX def2/J DEFGRID3
* xyz 2 1
Hf -0.602 -1.269 -0.130
C 0.251 -3.459 -0.736
C -0.750 -3.674 0.242
C -0.304 -3.121 1.452
C 0.981 -2.557 1.229
C 1.323 -2.781 -0.123
H 0.218 -3.812 -1.756
H -1.688 -4.185 0.087
H -0.832 -3.149 2.393
H 1.619 -2.117 1.979
H 2.263 -2.525 -0.588
O 0.286 -0.403 -1.738
S -0.217 -0.008 -3.189
C 0.691 1.517 -3.538
C 1.496 1.240 -4.811
C 2.003 -0.194 -4.682
C 0.780 -1.024 -4.297
H 1.332 1.645 -2.663
H -0.026 2.334 -3.592
H 2.298 1.970 -4.897
H 0.864 1.348 -5.694
H 2.770 -0.270 -3.909
H 2.431 -0.568 -5.610
H 0.973 -1.959 -3.770
H 0.119 -1.233 -5.141
F -2.756 -1.429 0.480
B -3.046 -0.881 -0.856
F -2.191 -1.785 -1.639
F -4.293 -0.755 -1.215
F -2.200 0.292 -0.819
C -2.415 2.889 1.318
C -2.222 1.822 2.390
Sb -0.535 0.591 2.086
C 1.059 1.945 1.701
C 2.324 1.267 1.182
C -0.097 -0.157 4.007
C 0.173 0.961 5.013
H -3.262 3.526 1.574
H -2.619 2.455 0.341
H -1.545 3.541 1.225
H -3.079 1.157 2.483
H -2.045 2.261 3.372
H 1.252 2.457 2.643
H 0.679 2.691 1.004
H 2.754 0.588 1.921
H 3.092 2.003 0.943
H 2.152 0.692 0.267
H 0.756 -0.829 3.904
H -0.951 -0.772 4.294
H 1.030 1.571 4.730
H 0.395 0.533 5.991
H -0.687 1.618 5.139
*
```

Results
Energy, eV: -48275.7133
HOMO, eV: -15.910
Energy above the lowest of the compared OMol25 structures with the same formula, charge and spin, kJ/mol: 13.7

So, what does the Mulliken scheme give us? The charges, in e, come out as: Hf 1.497; C -0.274; C -0.629; C -0.418; C -0.275; C -0.643; H 0.540; H 0.512; H 0.503; H 0.638; H 0.525; O -0.493; S 0.361; C -0.483; C -0.731; C -0.544; C -0.585; H 0.214; H 0.471; H 0.373; H 0.333; H 0.261; H 0.416; H 0.268; H 0.473; F -0.392; B 0.324; F -0.372; F -0.148; F -0.310; C -1.075; C -0.708; Sb 0.562; C -0.750; C -1.050; C -0.607; C -1.247; H 0.402; H 0.199; H 0.328; H 0.460; H 0.433; H 0.500; H 0.399; H 0.310; H 0.429; H 0.114; H 0.334; H 0.489; H 0.315; H 0.404; H 0.344

# 2
# C15H28BrCl4N3O6P

A 2-piece molecular cluster, C15H28BrCl4N3O6P overall in a non-equilibrium geometry (ωB97M-V/def2-TZVPD, the Open Molecules 2025 dataset).

```
! wB97M-V def2-TZVPD RIJCOSX def2/J DEFGRID3
* xyz 1 1
C 5.764 -0.523 0.848
C 4.346 0.018 1.108
C 3.650 -0.914 2.099
C 3.588 0.252 -0.236
C 3.226 1.737 -0.480
C 2.375 -0.622 -0.482
O 1.285 -0.195 0.384
N 0.121 -0.860 0.054
P -0.068 -2.421 0.836
O -1.414 -2.666 1.365
C -0.748 -0.241 -0.760
N -1.818 -0.924 -1.224
C -1.521 -2.137 -2.084
C -2.216 -3.429 -1.633
C -3.583 -3.195 -1.029
Br -4.478 -4.877 -0.724
C -2.746 -0.001 -1.892
O -2.049 0.736 -2.848
C -1.241 1.676 -2.212
O -0.342 2.097 -3.170
N -0.505 1.087 -1.044
C -0.546 1.980 0.152
C -1.788 1.777 0.985
O -1.871 0.909 1.811
O -2.754 2.658 0.715
H 6.192 -0.135 -0.074
H 5.745 -1.613 0.807
H 6.419 -0.261 1.679
H 4.458 0.976 1.616
H 2.682 -0.519 2.409
H 3.494 -1.911 1.685
H 4.253 -1.001 3.003
H 4.277 -0.037 -1.031
H 3.798 2.143 -1.315
H 2.172 1.862 -0.723
H 3.448 2.352 0.389
H 2.580 -1.681 -0.310
H 2.047 -0.510 -1.520
H 0.384 -3.300 -0.154
H 0.979 -2.288 1.749
H -1.848 -1.890 -3.090
H -0.443 -2.284 -2.084
H -2.346 -4.026 -2.538
H -1.599 -4.019 -0.960
H -3.527 -2.690 -0.068
H -4.234 -2.630 -1.694
H -3.507 -0.587 -2.398
H -3.236 0.640 -1.155
H -1.850 2.511 -1.847
H 0.485 2.358 -2.750
H 0.307 1.757 0.783
H -0.445 3.011 -0.184
H -3.582 2.275 1.060
C -4.350 3.918 3.646
Cl -3.493 2.459 4.151
Cl -3.212 5.054 2.908
Cl -5.582 3.473 2.446
Cl -5.130 4.670 5.027
*
```

Results
Energy, eV: -162177.3490
HOMO, eV: -12.461
Energy above the lowest of the compared OMol25 structures with the same formula, charge and spin, kJ/mol: 26.9

So, what does the Mulliken scheme give us? The charges, in e, come out as: C -1.569; C 0.524; C -1.516; C 0.323; C -1.140; C -1.273; O -0.061; N 0.538; P 0.271; O -0.560; C -0.873; N 0.398; C -0.949; C -0.695; C -0.715; Br -0.104; C -0.503; O -0.425; C 0.168; O -0.576; N 0.717; C -0.895; C 0.317; O -0.510; O -0.316; H 0.439; H 0.371; H 0.389; H 0.258; H 0.149; H 0.285; H 0.546; H 0.687; H 0.337; H -0.029; H 0.368; H 0.663; H 0.450; H 0.138; H 0.025; H 0.604; H 0.426; H 0.511; H 0.345; H 0.352; H 0.359; H 0.587; H 0.111; H 0.414; H 0.366; H 0.178; H 0.749; H 0.353; C 0.390; Cl -0.078; Cl -0.097; Cl -0.139; Cl -0.085

# 3
# C15H28Cl2FIN2O

A 2-piece molecular cluster, C15H28Cl2FIN2O overall in a non-equilibrium geometry (ωB97M-V/def2-TZVPD, the Open Molecules 2025 dataset).

```
! wB97M-V def2-TZVPD RIJCOSX def2/J DEFGRID3
* xyz 0 1
C 2.314 1.262 2.428
C 1.777 0.858 1.052
C 0.496 1.567 0.661
C -0.038 0.789 -0.574
C -0.436 1.723 -1.736
C -1.077 -0.282 -0.299
C -0.712 -1.215 0.821
N -1.642 -2.355 0.843
C -3.036 -2.023 0.916
I -4.178 -3.773 0.358
C -3.448 -0.941 -0.066
F -4.669 -0.442 0.275
N -2.512 0.268 -0.162
C -2.771 1.275 0.865
Cl -2.661 0.763 2.481
C -3.137 2.518 0.527
C -3.367 3.042 -0.857
Cl -3.408 3.684 1.742
H 1.507 1.318 3.166
H 2.752 2.261 2.384
H 3.055 0.554 2.791
H 2.538 1.089 0.315
H 1.593 -0.208 1.061
H 0.717 2.587 0.343
H -0.170 1.587 1.526
H 0.820 0.205 -0.943
H 0.396 1.786 -2.435
H -1.286 1.362 -2.325
H -0.615 2.735 -1.380
H -1.111 -0.918 -1.189
H 0.268 -1.608 0.535
H -0.589 -0.722 1.783
H -1.412 -2.968 1.612
H -3.396 -1.774 1.911
H -3.512 -1.340 -1.078
H -2.724 0.678 -1.071
H -3.570 2.274 -1.600
H -2.538 3.677 -1.168
H -4.245 3.685 -0.826
C 3.723 -2.695 -2.235
C 3.749 -1.488 -1.275
C 4.494 -1.923 0.005
O 2.492 -1.058 -0.983
H 3.167 -3.518 -1.779
H 3.232 -2.418 -3.170
H 4.732 -3.058 -2.480
H 4.410 -0.728 -1.764
H 3.947 -2.734 0.494
H 4.568 -1.083 0.701
H 5.514 -2.274 -0.202
*
```

Results
Energy, eV: -56895.4562
HOMO, eV: -5.592

So, what does the Mulliken scheme give us? The charges, in e, come out as: C -1.545; C -0.079; C -0.601; C 1.280; C -1.630; C -0.384; C -1.435; N -0.220; C -0.551; I 0.098; C -0.405; F -0.393; N 0.278; C -0.009; Cl -0.079; C 0.964; C -1.386; Cl -0.171; H 0.302; H 0.355; H 0.432; H 0.328; H 0.094; H 0.451; H 0.105; H 0.045; H 0.421; H 0.360; H 0.175; H 0.467; H 0.317; H 0.488; H 0.345; H 0.558; H 0.621; H 0.301; H 0.342; H 0.290; H 0.484; C -1.510; C 0.275; C -1.314; O -0.642; H 0.329; H 0.300; H 0.432; H 0.164; H 0.271; H 0.219; H 0.464

# 4
# C15H28ClFO5S2

A 2-piece molecular cluster, C15H28ClFO5S2 overall in a non-equilibrium geometry (ωB97M-V/def2-TZVPD, the Open Molecules 2025 dataset).

```
! wB97M-V def2-TZVPD RIJCOSX def2/J DEFGRID3
* xyz 0 1
C -0.360 5.567 -0.781
C -0.666 4.545 -2.028
C 0.533 3.491 -2.380
Cl 0.348 3.104 -4.222
C 0.543 2.119 -1.447
C -0.945 1.459 -1.275
C -1.804 1.974 0.019
F -1.388 1.096 1.175
C 1.424 1.012 -2.340
C 2.109 -0.169 -1.441
S 3.984 -0.069 -1.681
C 1.633 -0.248 0.121
C 2.306 -1.538 0.948
O 2.655 -1.202 2.340
C 1.629 -1.644 3.296
O 1.939 0.938 0.936
S 1.509 2.375 0.130
O 2.870 3.055 -0.296
O 0.872 3.325 1.166
H 0.765 5.887 -0.796
H -0.995 6.555 -0.994
H -0.739 5.180 0.269
H -0.792 5.237 -2.993
H -1.719 4.073 -1.839
H 1.560 4.096 -2.306
H -1.568 1.786 -2.239
H -0.867 0.271 -1.363
H -1.614 3.127 0.257
H -2.934 1.726 -0.188
H 0.730 0.506 -3.137
H 2.326 1.623 -2.828
H 1.788 -1.202 -1.944
H 4.261 -1.002 -2.729
H 0.457 -0.426 0.223
H 1.534 -2.414 0.837
H 3.307 -1.917 0.437
H 2.041 -2.411 4.100
H 0.668 -2.111 2.816
H 1.278 -0.667 3.880
C -2.613 -5.371 1.457
C -3.171 -3.990 1.233
C -2.058 -3.109 1.756
O -0.830 -3.816 1.535
C -1.141 -5.168 1.171
H -3.068 -6.138 0.825
H -2.753 -5.663 2.505
H -3.312 -3.817 0.159
H -4.126 -3.815 1.735
H -2.158 -2.940 2.833
H -2.020 -2.139 1.252
H -0.925 -5.284 0.104
H -0.505 -5.857 1.733
*
```

Results
Energy, eV: -63148.8147
HOMO, eV: -9.234

So, what does the Mulliken scheme give us? The charges, in e, come out as: C -0.872; C -0.443; C -0.418; Cl -0.173; C 0.913; C -1.117; C -0.106; F -0.315; C -1.383; C 0.025; S -0.216; C 0.644; C -0.464; O -0.393; C -0.281; O -0.345; S 1.259; O -0.681; O -0.619; H 0.241; H 0.363; H 0.184; H 0.396; H 0.175; H 0.541; H 0.403; H 0.371; H 0.097; H 0.291; H 0.314; H 0.474; H 0.450; H 0.180; H -0.372; H 0.151; H 0.301; H 0.220; H -0.024; H 0.238; C -0.580; C -0.568; C -0.270; O -0.303; C -0.483; H 0.334; H 0.268; H 0.270; H 0.349; H 0.311; H 0.088; H 0.284; H 0.292

# 5
# C15H28IMnN4O2Si

C15H28IMnN4O2Si as an isolated structure in a non-equilibrium geometry (ωB97M-V/def2-TZVPD, the Open Molecules 2025 dataset).

```
! wB97M-V def2-TZVPD RIJCOSX def2/J DEFGRID3
* xyz -2 5
C 2.267 -0.595 -3.251
I 3.776 -1.731 -3.383
H 1.620 -0.477 -4.080
H 1.874 -1.383 -2.479
H 2.907 0.332 -3.034
C 2.780 0.978 2.703
C 3.323 1.768 1.732
N 2.753 1.376 0.538
C 1.787 0.420 0.730
N 1.909 0.128 2.066
H 2.963 0.966 3.751
H 4.055 2.541 1.808
C -1.851 -3.419 -1.613
C -0.872 -1.395 -1.292
N -1.046 -2.657 -0.793
H -2.831 -2.848 -3.496
N -1.624 -1.407 -2.432
H -2.102 -4.440 -1.385
Mn 0.186 -0.038 -0.329
C 0.831 0.619 -1.995
O 0.626 1.576 -2.637
C -2.207 -2.637 -2.645
C -1.834 -0.310 -3.364
H -2.717 -0.561 -3.957
H -0.983 -0.186 -4.047
H -2.015 0.641 -2.835
C -0.466 -3.168 0.439
H -0.745 -4.223 0.522
H -0.856 -2.623 1.309
H 0.633 -3.094 0.426
C 1.205 -0.919 2.790
H 1.871 -1.312 3.572
H 0.924 -1.728 2.106
H 0.294 -0.526 3.263
C 3.294 1.882 -0.706
H 3.792 1.080 -1.278
H 4.038 2.637 -0.449
H 2.522 2.342 -1.334
C -0.763 2.615 2.232
Si -1.881 1.223 1.616
C -2.940 0.571 3.026
C -2.915 1.904 0.205
O -1.042 -0.093 1.172
H -1.386 3.465 2.582
H -0.097 3.008 1.464
H -0.146 2.300 3.076
H -3.553 1.347 3.492
H -3.614 -0.214 2.644
H -2.308 0.118 3.796
H -2.317 2.419 -0.555
H -3.475 1.100 -0.288
H -3.644 2.628 0.596
*
```

Results
Energy, eV: -73356.4444
HOMO (alpha / beta), eV: 2.154 / 2.234

So, what does the Mulliken scheme give us? The charges, in e, come out as: C -2.190; I 1.205; H 0.152; H -0.235; H -0.013; C -0.915; C -0.247; N 0.513; C -0.267; N 0.856; H 0.398; H 0.524; C -0.414; C -0.613; N 1.411; H 0.479; N 0.387; H 0.351; Mn -1.421; C 1.026; O -0.444; C -0.703; C -0.747; H 0.300; H 0.255; H 0.215; C -0.941; H 0.242; H 0.173; H 0.210; C -0.718; H 0.499; H -0.236; H 0.128; C -1.159; H 0.202; H 0.425; H 0.354; C -1.034; Si 0.101; C -1.135; C -1.137; O -0.526; H 0.430; H 0.267; H 0.175; H 0.334; H 0.237; H 0.309; H 0.278; H 0.282; H 0.374

# 6
# C15H28N2O2

One molecule with the formula C15H28N2O2 (ωB97M-V/def2-TZVPD, the Open Molecules 2025 dataset).

```
! wB97M-V def2-TZVPD RIJCOSX def2/J DEFGRID3
* xyz 0 1
O 0.530 -2.113 -2.822
C 0.570 -2.028 -1.611
N 1.312 -1.097 -0.971
H 1.259 -0.983 0.030
C 2.024 -0.042 -1.651
C 1.668 1.307 -1.021
N 1.837 1.254 0.423
C 3.230 1.336 0.837
C 3.313 1.143 2.351
O 2.553 2.107 3.039
C 1.209 2.060 2.625
C 1.080 2.283 1.118
H 0.029 2.210 0.830
H 1.445 3.294 0.870
H 0.688 2.844 3.177
H 0.774 1.081 2.883
H 4.341 1.259 2.698
H 2.954 0.134 2.607
H 3.803 0.551 0.344
H 3.667 2.315 0.571
H 2.274 2.104 -1.483
H 0.615 1.518 -1.223
H 3.103 -0.224 -1.593
H 1.730 -0.066 -2.703
C -0.183 -2.968 -0.686
H 0.003 -3.986 -1.034
H 0.187 -2.875 0.336
C -1.694 -2.712 -0.723
H -2.175 -3.470 -0.101
H -2.046 -2.848 -1.747
C -2.097 -1.316 -0.224
C -2.168 -0.307 -1.372
C -2.551 1.078 -0.861
C -3.898 1.030 -0.148
C -3.850 0.023 0.997
C -3.456 -1.359 0.483
H -3.416 -2.061 1.319
H -4.213 -1.716 -0.218
H -4.824 -0.029 1.488
H -3.120 0.355 1.739
H -4.156 2.020 0.235
H -4.672 0.734 -0.859
H -1.789 1.433 -0.161
H -2.594 1.783 -1.695
H -1.212 -0.263 -1.894
H -2.919 -0.642 -2.091
H -1.352 -0.968 0.502
*
```

Results
Energy, eV: -23085.3448
HOMO, eV: -9.191
Energy above the lowest of the compared OMol25 structures with the same formula, charge and spin, kJ/mol: 0.0

So, what does the Mulliken scheme give us? The charges, in e, come out as: O -0.686; C 0.434; N 0.015; H 0.211; C -1.038; C -0.680; N 0.481; C -0.523; C -0.759; O -0.394; C -0.662; C -0.434; H 0.055; H 0.264; H 0.373; H 0.315; H 0.364; H 0.336; H 0.302; H 0.321; H 0.343; H 0.365; H 0.377; H 0.455; C -0.759; H 0.399; H 0.389; C -1.026; H 0.375; H 0.362; C 1.289; C -1.019; C 0.093; C -0.967; C -0.598; C -1.169; H 0.417; H 0.338; H 0.359; H 0.281; H 0.366; H 0.365; H -0.341; H 0.416; H 0.306; H 0.383; H -0.092